Below is 7 unconnected molecules or ions with the total composition C41H47F2NO22 in a non-equilibrium geometry, with properties calculated with the ωB97M-V functional and the def2-TZVPD basis.

Summary:
- molar mass (u) = 943.8
- charge = 0
- frontier orbital gap (eV) = 7.63

Geometry as XYZ:
```
113
Properties=species:S:1:pos:R:3:forces:R:3
C 0.4987 -2.2456 5.8754 -2.1 -6.0 -2.6
C 0.0309 -3.4261 5.4946 2.7 5.7 0.6
C -0.3321 -4.8007 4.6937 0.4 1.6 0.7
C 1.0087 -5.6817 4.4399 -0.2 -0.4 0.1
C 1.0480 -6.3315 2.9503 0.5 0.8 0.2
C 1.7292 -5.3065 1.8758 1.3 2.4 -2.5
C 1.6861 -3.7253 2.0954 1.5 -1.0 -2.9
C 2.3046 -2.6878 1.0434 0.9 -5.6 -0.7
N 2.1465 -1.2393 1.3782 -3.0 0.2 -3.5
C 0.6467 -1.0137 1.3620 -3.1 2.4 3.1
O 0.0508 -0.2602 2.1959 3.2 -4.5 -5.2
F -0.0602 -1.7705 0.3330 1.9 2.2 2.9
C 2.6554 -0.3426 0.3109 6.5 2.4 -1.4
O 3.8749 0.0555 0.2602 -7.6 -2.5 0.3
F 1.7705 0.1212 -0.7768 1.6 -1.5 3.3
C 3.0067 -3.2243 -0.2637 -1.3 -2.5 2.3
C 3.0723 -4.7824 -0.5188 -1.6 0.8 2.8
C 2.4360 -5.8100 0.5376 -0.1 2.6 0.1
C 2.5266 -7.3893 0.1311 0.6 -1.6 1.2
O 2.7215 -8.3307 0.9633 -1.1 4.1 -3.5
C 2.3950 -7.6709 -1.4732 1.3 2.8 -2.1
C 2.9617 -6.7368 -2.4358 -1.0 -1.1 3.3
C 3.7420 -5.4191 -1.8656 1.9 0.4 -1.0
O 4.7978 -4.9704 -2.4145 -4.8 -1.7 2.4
H 0.9749 -1.2090 6.0911 -1.3 -2.5 -0.2
H -0.7849 -4.5139 3.6705 0.6 -0.2 1.7
H -1.1443 -5.3419 5.3023 1.4 0.7 -1.0
H 1.9831 -5.0589 4.5872 -1.9 -1.1 -0.1
H 0.9814 -6.5527 5.2147 0.3 1.6 -1.4
H -0.0330 -6.6072 2.6281 1.9 0.4 0.3
H 1.7005 -7.2743 3.0191 -1.1 1.4 -0.5
H 1.1786 -3.2955 3.0330 0.9 -0.7 -1.5
H 3.4738 -2.5388 -1.0577 -0.8 -1.1 1.5
H 1.8251 -8.5720 -1.9066 1.1 1.3 1.2
H 2.8687 -6.8713 -3.5733 0.4 0.2 2.0
C 0.9190 4.8938 2.9020 0.0 0.4 0.2
C 1.6088 3.7390 3.5955 -0.4 0.7 -0.8
C 0.7363 2.5299 3.7584 -0.2 -0.4 -0.6
O 1.3254 1.8859 4.8792 0.3 0.3 0.5
C 1.8890 2.8757 5.6344 0.5 -0.1 1.3
O 2.2961 2.7277 6.7539 -0.5 0.1 -1.3
O 1.9198 4.0549 4.9476 0.1 -0.6 0.5
H -0.0349 5.1309 3.3825 0.1 -0.1 0.0
H 1.5317 5.7976 2.9588 0.0 -0.1 -0.1
H 0.7302 4.6613 1.8507 0.1 0.0 0.1
H 2.5470 3.4970 3.0826 -0.1 -0.1 0.0
H 0.7481 1.8809 2.8818 0.0 -0.1 0.3
H -0.3013 2.7745 4.0107 0.1 0.2 -0.1
C 3.7548 2.5138 -2.7750 0.1 -0.3 -0.3
C 3.0498 3.6400 -3.4992 0.8 -0.6 0.9
C 1.7199 3.9960 -2.9040 -0.1 0.3 0.6
O 1.0416 4.5694 -4.0133 0.1 -0.2 -0.7
C 1.5600 3.9725 -5.1270 -0.6 0.1 -1.0
O 1.0863 4.0594 -6.2284 0.2 0.0 1.4
O 2.6822 3.2598 -4.8205 -0.7 0.4 -0.4
H 3.1071 1.6391 -2.6633 -0.1 0.2 0.0
H 4.6294 2.1822 -3.3412 0.0 0.2 0.1
H 4.0779 2.8340 -1.7812 0.0 0.0 -0.1
H 3.7090 4.5126 -3.5720 -0.1 0.0 0.0
H 1.8033 4.7099 -2.0826 -0.1 0.1 -0.2
H 1.1483 3.1245 -2.5664 0.2 -0.1 0.0
C 2.9118 2.8012 -7.9636 0.4 0.2 0.1
C 4.2166 2.6546 -8.7163 -1.4 0.0 0.2
C 4.5119 1.2453 -9.1361 -0.3 -0.3 -0.5
O 5.9290 1.2573 -9.2431 0.4 0.4 0.4
C 6.3704 2.1954 -8.3531 1.2 0.2 0.4
O 7.5172 2.3338 -8.0242 -1.2 -0.2 -0.4
O 5.3336 2.9480 -7.8840 0.8 -0.4 -0.2
H 2.8565 2.0984 -7.1274 0.1 0.0 -0.2
H 2.8253 3.8017 -7.5372 0.0 -0.2 -0.3
H 2.0584 2.6244 -8.6233 0.1 0.1 0.0
H 4.2409 3.3454 -9.5671 0.1 -0.1 0.0
H 4.0482 0.9835 -10.0888 0.2 0.0 0.0
H 4.2320 0.5006 -8.3831 -0.1 0.2 0.0
C -3.4044 0.8725 -1.3698 -0.3 -0.1 -0.3
C -3.9488 0.5064 -0.0063 0.7 0.6 -0.9
C -3.0479 -0.4037 0.7737 0.6 0.2 0.3
O -3.9624 -1.0492 1.6492 -0.7 -0.1 -0.2
C -5.1612 -1.0777 0.9941 -1.0 -0.7 0.3
O -6.1109 -1.7253 1.3423 1.0 0.7 -0.4
O -5.1318 -0.2779 -0.1113 -0.2 -0.5 0.7
H -3.1237 -0.0206 -1.9364 0.0 0.0 0.2
H -4.1641 1.3922 -1.9601 0.1 0.1 0.1
H -2.5262 1.5172 -1.2799 -0.1 0.0 0.1
H -4.1962 1.4137 0.5569 0.1 -0.1 0.0
H -2.2842 0.1385 1.3334 -0.2 -0.2 0.1
H -2.5658 -1.1698 0.1571 -0.1 0.2 -0.1
C -3.1175 0.2716 8.4784 0.4 0.2 0.0
C -3.0846 -1.2260 8.2628 -0.4 1.2 0.0
C -3.7175 -2.0055 9.3773 -0.7 -0.1 0.2
O -3.0648 -3.2622 9.2692 0.6 -0.1 -0.2
C -1.8289 -3.0062 8.7451 1.2 -0.9 -0.1
O -0.9305 -3.8014 8.7049 -1.0 0.8 0.1
O -1.7521 -1.7247 8.2809 0.0 -0.8 0.3
H -2.7094 0.5392 9.4576 -0.1 -0.1 -0.1
H -2.5014 0.7809 7.7323 -0.2 -0.1 0.0
H -4.1396 0.6532 8.4116 0.1 -0.1 0.0
H -3.5240 -1.4769 7.2904 0.0 -0.1 0.1
H -4.7971 -2.1120 9.2569 0.1 -0.2 0.0
H -3.5052 -1.5937 10.3699 0.0 0.2 -0.1
C -6.8765 2.4023 -5.2805 0.1 -0.4 0.2
C -6.4618 3.6558 -4.5410 -0.7 -0.8 -0.7
C -5.6936 4.6252 -5.3893 -0.3 0.4 -0.6
O -4.9443 5.3418 -4.4180 0.2 -0.4 0.7
C -4.7430 4.4797 -3.3781 1.0 0.3 1.0
O -3.9760 4.6744 -2.4702 -1.0 -0.3 -1.1
O -5.5233 3.3658 -3.5111 0.6 0.7 0.3
H -6.0209 1.9343 -5.7764 0.0 0.2 0.0
H -7.2795 1.6612 -4.5848 -0.1 0.2 -0.1
H -7.6352 2.6270 -6.0346 0.1 0.0 0.1
H -7.3359 4.1262 -4.0762 0.1 0.1 -0.1
H -6.3426 5.2943 -5.9569 0.2 0.1 0.2
H -4.9902 4.1397 -6.0744 -0.2 -0.1 0.1
```
Forces are in eV/Å.